Entry from the OMol25 dataset: a molecular structure, C17H20N3O6SeTi (the ωB97M-V functional and the def2-TZVPD basis).

Geometry as XYZ:
```
48
Properties=species:S:1:pos:R:3:mulliken_charge:R:1
Ti 1.060 0.014 -2.043 0.958
N 3.019 0.179 -3.153 -0.486
C 3.334 1.613 -3.249 -0.414
C 2.059 2.465 -3.207 0.618
O 2.092 3.617 -3.579 -0.687
O 1.018 1.848 -2.717 -0.666
H 3.774 -0.344 -2.725 0.271
H 2.837 -0.232 -4.063 0.285
H 3.911 1.874 -4.135 0.345
H 3.914 1.893 -2.368 0.232
C -1.850 1.356 0.243 -0.957
C -1.892 0.100 -0.552 0.205
N -0.938 -0.325 -1.351 0.158
C -1.393 -1.524 -1.943 -0.056
C -2.683 -1.800 -1.445 -0.383
N -2.940 -0.735 -0.570 -0.038
C -3.636 -2.842 -1.617 0.526
O -3.309 -3.838 -2.465 -0.592
O -4.716 -2.848 -1.023 -0.743
C -0.540 -2.192 -2.841 1.056
O -0.801 -3.253 -3.434 -0.918
O 0.649 -1.537 -3.015 -0.721
H -0.889 1.445 0.749 -0.088
H -2.638 1.365 0.994 0.334
H -1.976 2.220 -0.412 0.348
H -3.799 -0.657 -0.052 0.253
H -2.410 -3.686 -2.861 0.440
C -1.466 0.731 4.722 -1.616
C -0.501 0.506 3.588 0.681
C 0.394 1.490 3.198 -0.972
C 1.294 1.293 2.151 0.838
C 2.214 2.415 1.756 -1.675
C 1.300 0.066 1.478 0.555
Se 2.521 -0.214 0.016 -0.361
C 0.417 -0.953 1.870 1.134
C 0.402 -2.295 1.195 -1.710
C -0.472 -0.707 2.911 -0.783
H -1.530 1.789 4.980 0.366
H -1.155 0.188 5.618 0.330
H -2.467 0.383 4.463 0.353
H 0.390 2.447 3.710 0.229
H 2.072 3.275 2.411 0.397
H 2.032 2.723 0.724 0.249
H 3.258 2.102 1.803 0.343
H 0.085 -2.217 0.153 0.235
H -0.282 -2.973 1.706 0.387
H 1.401 -2.734 1.185 0.418
H -1.164 -1.493 3.198 0.320
```

Calculated values
LUMO (alpha / beta) in eV: 2.254 / 2.249
2S+1: 3
Total charge: -1
<S²>: 2.02
ΔE to the lowest compared entry with this formula, charge and spin in eV: 0.000
HOMO level (alpha / beta) in eV: -2.189 / -5.553
Gap between HOMO and LUMO (alpha / beta) in hartree: 0.1633 / 0.2867